The following is a DFT calculation (ωB97M-V/def2-TZVPD) of C6H15NS in the gas phase at a distorted geometry.

Geometry as XYZ:
```
23
Properties=species:S:1:pos:R:3:forces:R:3
C -0.620 -1.441 0.983 -0.132 -0.276 -0.169
N 0.439 -0.471 0.911 0.667 0.820 0.309
C 0.876 -0.065 -0.437 -0.906 0.037 1.021
C 0.267 1.268 -0.893 -0.024 0.259 0.288
C -1.209 1.164 -1.268 0.021 0.298 -0.019
S -1.759 2.583 -2.281 -0.049 -0.205 0.186
C 2.379 -0.021 -0.536 0.410 -1.092 -0.024
C -1.159 -1.613 2.392 -0.486 0.679 0.556
H -1.419 -1.225 0.260 -0.203 0.011 0.132
H -0.197 -2.403 0.696 -0.041 -0.149 -0.296
H 0.275 0.330 1.517 -0.083 -0.187 -0.210
H 0.419 -0.830 -1.070 0.556 -0.111 -0.413
H 0.331 2.046 -0.121 0.246 -0.233 0.148
H 0.895 1.667 -1.697 -0.324 -0.161 -0.300
H -1.444 0.216 -1.744 0.062 -0.010 -0.354
H -1.833 1.199 -0.372 0.066 0.041 0.006
H -0.641 2.661 -3.010 -0.008 0.000 -0.107
H 2.836 0.719 0.116 -0.141 0.434 -0.166
H 2.849 -0.964 -0.235 -0.369 -0.046 0.076
H 2.648 0.095 -1.575 0.355 0.512 -0.300
H -2.247 -1.700 2.430 0.052 -0.374 -0.233
H -0.977 -0.755 3.050 0.277 0.086 -0.298
H -0.708 -2.459 2.885 0.052 -0.332 0.168
```
Positions in Å, forces in eV/Å.

* structure (SMILES): CCN[C@H](C)CCS
* total charge: 0
* electronic energy: -690.5275 Eh
* largest force on an atom: 1.365 eV/A
* LUMO: 0.997 eV
* HOMO level: -0.314 Ha
* energy above the lowest of the compared OMol25 structures with the same formula, charge and spin: 0.380 eV

=====

The following is a DFT calculation (ωB97M-V/def2-TZVPD) of a molecular structure, C17H34O2P2Tc at a distorted geometry.

Geometry as XYZ:
```
56
Properties=species:S:1:pos:R:3:forces:R:3
P 1.413 2.204 -1.682 1.331 -0.399 -1.067
P -2.737 -0.033 0.962 -1.686 3.234 0.641
C 0.872 0.121 -1.239 2.492 2.134 -0.557
C -0.287 -0.805 -1.427 -1.637 1.038 -0.224
H 1.517 0.053 -0.308 -0.844 0.294 -0.719
H 1.533 -0.218 -2.020 0.923 0.362 -0.121
H -0.851 -0.413 -2.283 -0.682 0.062 0.581
H -0.127 -1.862 -1.651 0.668 0.574 -0.070
C -3.134 0.432 2.717 0.111 -0.422 0.347
H -3.907 1.230 2.822 0.437 -1.142 -0.328
H -2.186 0.904 3.062 -0.535 -0.519 -0.049
H -3.395 -0.443 3.282 0.131 -0.352 0.724
C -3.841 -1.106 -0.023 0.110 0.354 0.166
H -3.858 -2.008 0.569 -0.092 -0.611 0.267
H -3.308 -1.335 -0.946 0.068 0.105 0.045
H -4.874 -0.858 -0.264 0.073 0.472 0.375
C 3.092 2.490 -0.851 -0.706 -1.137 0.114
H 3.493 3.423 -1.291 -0.274 -0.421 0.371
H 3.799 1.652 -1.093 -0.694 0.699 0.296
H 2.943 2.565 0.258 0.299 0.118 -1.018
C 1.757 1.845 -3.476 -0.364 -0.299 1.120
H 0.764 1.433 -3.777 0.906 0.293 -0.445
H 2.584 1.098 -3.599 -0.856 0.691 0.042
H 1.987 2.798 -3.958 -0.055 -0.328 -0.228
Tc -0.363 -0.461 0.604 -1.727 2.533 -1.412
C -0.499 -2.485 1.289 -0.936 -2.033 -2.010
C -0.011 -1.565 2.179 1.429 -2.105 4.566
C 1.102 -2.110 3.086 1.359 0.370 -0.402
C 2.448 -2.346 2.246 -1.203 0.976 1.249
C 2.464 -1.483 1.023 1.248 -0.778 -0.593
C 2.220 -1.964 -0.216 0.567 -0.328 1.209
C 1.431 -3.196 -0.436 -0.085 -1.540 -0.383
C 0.407 -3.611 0.707 0.070 -0.281 -1.050
C 0.754 3.982 -1.758 -1.080 -1.482 0.273
H -1.570 -2.707 1.147 0.477 0.116 0.213
H -0.715 -0.832 2.678 0.209 -0.492 0.080
H 0.883 -3.072 3.571 -0.540 0.334 -0.339
H 1.290 -1.427 3.903 0.149 0.328 0.088
H 3.297 -2.021 2.854 -0.114 -0.114 0.023
H 2.573 -3.411 2.074 0.148 0.235 -0.316
H 2.952 -0.519 1.189 0.075 -0.126 -0.355
H 2.703 -1.536 -1.091 -0.343 0.217 0.117
H 2.155 -4.045 -0.616 -0.765 0.549 0.282
H 0.915 -3.097 -1.410 0.329 -0.369 0.526
H -0.274 -4.378 0.280 0.500 0.443 0.185
H 1.053 -4.149 1.415 -0.926 0.306 0.269
H -0.076 3.939 -2.523 0.822 0.454 1.002
H 1.597 4.627 -2.071 -0.396 -0.541 0.023
H 0.409 4.252 -0.737 -0.012 -0.010 -0.863
C -3.161 3.335 -0.892 -0.165 0.470 0.077
C -2.566 2.495 0.182 1.741 -0.447 -3.231
O -3.432 1.820 0.870 1.550 -2.267 -1.295
O -1.346 2.250 0.067 -0.585 -0.307 1.452
H -4.026 3.769 -0.430 -0.909 0.358 -0.583
H -3.384 2.656 -1.767 -0.028 0.743 1.052
H -2.479 4.122 -1.197 0.021 -0.012 -0.115
```
Positions in Å, forces in eV/Å.

* total charge: +2
* electronic energy: -1581.2730 Eh
* largest force on an atom: 5.227 eV/A
* LUMO (alpha / beta): -6.752 / -7.305 eV
* spin multiplicity: 4
* HOMO level (alpha / beta): -0.488 / -0.543 Ha
* energy above the lowest of the compared OMol25 structures with the same formula, charge and spin: 3.650 eV

=====

The following is a DFT calculation (ωB97M-V/def2-TZVPD) of a molecular structure, C17H28N4O2S at a distorted geometry.

Geometry as XYZ:
```
52
Properties=species:S:1:pos:R:3:forces:R:3
C 3.763 1.755 -2.809 -1.289 -5.216 -3.374
H 2.817 1.097 -2.530 1.656 1.596 -0.366
H 4.608 0.972 -2.716 -0.835 1.551 0.261
C 3.889 3.015 -2.129 5.335 -0.178 0.740
C 5.016 3.904 -2.861 4.191 -3.071 15.746
H 4.943 4.213 -3.709 -1.360 3.181 -10.137
H 5.196 5.029 -2.046 -0.527 -3.436 -2.635
H 6.081 3.257 -2.648 -2.764 2.013 -0.981
H 3.086 3.546 -2.263 -4.937 2.811 -0.330
C 4.129 2.755 -0.629 5.310 0.157 1.570
C 3.166 1.924 0.111 -0.975 -0.333 -1.328
N 2.056 2.509 0.240 -3.591 1.485 0.475
N 0.908 1.829 0.598 4.338 -4.824 2.172
C 1.432 0.498 0.955 0.559 5.119 -4.400
N 0.650 -0.527 1.227 -9.054 10.721 2.174
C 1.081 -1.658 1.406 -10.383 -5.784 3.638
O 2.070 -1.962 1.020 12.835 -5.039 -3.400
C -0.060 -2.657 1.708 2.346 -5.292 -0.628
H -0.738 -2.489 2.480 -1.403 1.303 0.989
H 0.428 -3.635 2.159 -0.484 1.790 -1.127
C -0.828 -3.091 0.321 -6.436 4.900 10.361
C -1.194 -1.715 -0.128 -2.280 -1.526 -2.433
O -0.714 -1.446 -1.187 1.169 2.002 -1.706
N -2.227 -0.953 0.479 3.455 -2.846 -2.598
C -3.128 -1.754 1.210 -6.250 12.408 -0.340
H -2.929 -2.452 1.832 1.902 -5.176 3.193
C -4.687 -1.638 0.585 5.115 -8.859 4.598
C -5.551 -2.398 1.805 -2.889 8.319 -2.478
H -5.674 -1.372 2.570 0.497 -3.414 -1.473
H -6.613 -2.388 1.329 1.615 -0.876 1.186
H -5.199 -3.277 2.228 0.724 -1.371 0.544
C -5.060 -0.532 -0.129 -1.838 7.411 2.341
H -6.052 -0.718 -0.463 -1.005 0.248 -0.917
C -4.094 0.100 -1.112 -0.127 3.750 7.809
C -4.510 1.380 -1.704 3.460 -0.516 1.532
H -4.581 1.950 -0.767 0.833 1.292 -0.786
H -3.781 1.541 -2.528 -0.797 1.122 0.690
H -5.478 1.316 -1.943 -3.624 -0.256 -1.898
C -2.680 0.180 -0.285 -1.062 4.176 1.883
H -1.793 0.490 -0.907 -1.227 -0.168 0.491
H -2.916 1.085 0.553 0.794 -2.057 -1.972
H -3.800 -0.611 -1.589 2.623 -7.986 -7.521
H -5.194 0.368 0.732 -0.081 -1.718 -1.825
H -4.493 -2.412 -0.135 -0.617 -1.069 -0.872
H -3.205 -0.751 2.031 -1.006 -2.850 -0.536
H -0.396 -3.602 -0.324 4.525 -4.171 -5.754
H -1.842 -3.646 0.631 2.422 0.889 -0.571
H -0.513 -0.152 1.504 4.410 -1.777 -1.061
S 3.079 0.168 0.309 -1.075 1.885 1.431
H 4.459 3.724 -0.026 -1.126 -1.900 -1.248
H 5.086 2.066 -0.492 -1.043 1.595 -0.891
H 3.686 1.872 -3.961 -0.032 -0.018 1.760
```
Positions in Å, forces in eV/Å.

* total charge: 0
* electronic energy: -1431.7211 Eh
* largest force on an atom: 16.581 eV/A
* LUMO: 0.397 eV
* HOMO level: -0.313 Ha
* energy above the lowest of the compared OMol25 structures with the same formula, charge and spin: 16.465 eV